(1)
Here is a molecular structure, C58H43MnO2P2S2 at a distorted geometry from the Open Molecules 2025 dataset. Energies are from ωB97M-V with the def2-TZVPD basis set.

Output
Gap between HOMO and LUMO (alpha / beta): 6.96 / 6.97 eV
Energy relative to the best compared isomer or geometry (same formula, charge and spin): 0.0 kcal/mol
E_LUMO (alpha / beta): -5.86 / -5.84 eV
Energy: -136487.4460 eV
Net charge: +2

```
108
Properties=species:S:1:pos:R:3:mulliken_charge:R:1
C -4.4510 -0.7243 3.2183 -0.837
C -2.2627 -8.2389 -2.0862 -1.225
C -1.8503 -2.7255 -1.3344 -0.877
C 0.3240 4.2963 -2.7410 -1.293
H -0.8989 -0.6516 -3.8392 0.543
H -1.0219 0.9876 -2.0171 0.738
H -5.4529 -1.1153 3.1072 0.495
C -2.6235 -0.0602 4.6352 -0.932
C 1.5160 1.9803 -1.4936 -1.741
C -3.9030 -0.5716 4.4868 -0.655
H -2.3314 -7.9495 -3.1328 0.334
H 3.1960 -0.4467 -4.1482 0.550
H -4.1656 -0.4771 1.1159 0.327
H 3.6524 -3.6490 3.1849 0.441
C -4.2259 4.3014 0.2115 0.319
C 0.8963 3.3271 -3.5134 0.095
C 4.2702 0.7370 0.9095 0.443
C 0.6105 -2.0516 1.1576 0.464
H -4.5324 6.8112 2.0970 0.331
C 4.5786 2.0269 1.3446 -0.528
H -2.0725 -3.7687 -1.1503 0.472
C 1.8178 1.8984 -5.2293 -0.765
C -4.1024 6.5411 1.1315 -0.732
H 7.4067 -0.4636 0.4834 0.447
H -1.8660 -9.2478 -1.9963 0.419
C 3.0264 -3.3219 2.3638 -2.105
C -0.5449 -4.3412 1.6811 -1.142
C -1.4666 -2.3155 -2.6048 -0.807
C 2.2125 0.7853 -1.1103 0.629
C 0.6564 -3.5675 1.3073 1.618
C 3.2271 -2.1068 1.8530 -0.967
C -0.6630 -5.6181 1.3125 -0.607
H 0.6391 -4.0099 -0.9405 0.794
C 0.8782 3.0099 -0.7180 0.807
C -2.4241 0.1278 2.2303 1.057
H -3.2653 -8.2222 -1.6545 0.300
C -1.8930 0.2823 3.5055 -0.265
C -1.2436 -0.0549 -1.8161 -0.512
H 7.9549 1.8163 1.2653 0.421
H -3.8323 1.0947 -0.6742 0.659
C -1.1756 -0.9789 -2.8455 -0.810
C 6.6154 0.2327 0.7243 -0.866
C 1.4631 -2.1880 -0.1308 -0.393
H -5.4597 2.9063 -0.8662 0.502
H 5.0816 -1.1575 0.2374 0.360
H 2.0961 -6.7665 -0.4559 0.488
C -2.9595 4.4851 0.7999 1.139
C 1.9828 -4.2367 1.8890 -0.047
C 0.2933 -6.3953 0.5074 -0.103
C -0.7114 3.9653 1.3385 -0.621
O 1.8980 3.8099 1.6516 -0.964
C 1.5507 -6.0717 0.1714 -0.931
C -2.8136 5.7891 1.3255 0.070
C -4.5165 3.0969 -0.3727 -1.235
C 0.7851 -0.8710 1.8025 -0.794
H -0.8858 0.6853 3.6703 0.169
C -1.9255 -1.7992 -0.3041 -1.176
C 5.2959 -0.1571 0.5933 -0.361
C -1.6253 6.1566 1.8906 -1.319
C 1.2641 -3.7077 -0.1043 -1.452
S -0.3614 -7.9232 -0.1213 -0.200
H 0.4278 5.5316 2.1821 0.679
C -0.5574 5.2344 1.8457 -0.135
H 1.6121 4.0834 -5.3859 0.314
C 2.2397 -4.7650 0.4472 -0.039
C -3.7222 -0.3672 2.0973 -0.204
H -1.3054 -3.8821 2.3002 0.669
C 2.7207 0.2267 -3.4483 -1.221
H 3.3778 -0.8775 -1.7475 0.401
H -3.9358 7.4736 0.5915 0.334
S 0.7871 3.0424 1.0778 1.784
C 2.0488 1.3484 -3.8500 0.191
H 6.1447 3.4057 1.8089 0.485
C 6.9214 1.5158 1.1620 -0.631
H -1.5476 -6.1606 1.6223 0.573
H -1.4075 -3.0422 -3.4039 0.499
H -4.4797 -0.8467 5.3593 0.441
H 1.1993 -1.6536 -1.0366 0.385
C 1.0571 3.2263 -5.0035 -0.729
C 5.9072 2.4081 1.4668 -0.791
H 1.2446 1.1951 -5.8352 0.276
C -1.6097 -0.4595 -0.5315 0.884
H 3.2750 -4.7791 0.1151 0.562
C -5.0211 5.5709 0.3439 -0.975
H -0.1213 5.1884 -3.1579 0.537
C -1.9659 3.5008 0.8393 -1.503
C -1.4292 -7.2249 -1.3598 0.759
P -1.4350 0.7222 0.8275 1.195
H 3.7924 2.7249 1.5983 0.394
C -3.5640 2.0665 -0.2762 -0.041
H -2.2202 -2.1337 0.6823 0.453
Mn 0.6602 0.9091 1.8879 -0.570
H -0.1235 4.8828 -0.7473 0.619
H -1.4663 7.1372 2.3170 0.492
H 1.7578 -5.0153 2.6136 0.663
H 0.0857 3.2340 -5.4991 0.306
C 2.3448 -1.4971 0.8576 1.681
P 2.5271 0.3807 0.6069 1.175
H -2.1941 0.0725 5.6181 0.483
C -2.3280 2.2172 0.3305 1.172
C 1.4798 2.2054 -2.8853 1.192
C 2.8068 -0.0138 -2.0723 0.103
C 0.3308 4.1083 -1.3514 -0.190
H 3.9771 -1.4635 2.2884 0.686
H 2.7676 2.0510 -5.7434 0.336
H -5.9656 5.3884 0.8575 0.344
O -1.4850 -6.0369 -1.5725 -0.501
H -5.2709 5.9687 -0.6408 0.291
```

(2)
Here is a molecular structure, C17H18N4O2SSn at a distorted geometry from the Open Molecules 2025 dataset. Energies are from ωB97M-V with the def2-TZVPD basis set.

Output
Gap between HOMO and LUMO (alpha / beta): 4.33 / 1.39 eV
E_LUMO (alpha / beta): -15.92 / -18.80 eV
Energy: -44590.5587 eV
Net charge: +4

```
43
Properties=species:S:1:pos:R:3:mulliken_charge:R:1
O -0.4724 -2.9034 1.4121 -0.039
C -5.0448 -2.5493 0.6800 0.388
H 1.3262 7.4412 0.2632 0.295
C 0.8102 -1.3660 -2.6069 -0.365
H -2.2703 -0.0118 -1.8849 0.495
H 1.1961 7.0255 1.9717 0.291
C -0.5929 -1.3017 -2.4089 -0.543
H -0.1889 7.6843 1.1267 0.304
C -1.2093 -0.0599 -2.1270 -0.234
H -6.5415 -3.9843 0.1805 0.293
C 2.2434 1.2634 0.3314 0.174
C -0.4321 1.1334 -2.1272 -0.236
H 1.5533 1.9911 -2.3596 0.636
C -0.6822 0.4252 2.4578 -0.585
C 5.3069 -3.4445 -0.5518 0.533
C -1.6735 1.0603 3.1545 -0.365
N -0.0849 4.5822 0.3881 -0.466
H -5.8471 -4.1454 1.8037 0.287
Sn 0.4693 -0.2939 -0.5716 1.318
H -2.2200 1.4284 -0.2995 0.207
H -1.1764 -2.2231 -2.3509 0.639
C 6.4858 -4.2340 -0.2365 -0.574
C 0.9469 1.0745 -2.4184 -0.524
N -4.1920 -1.8383 0.3733 -0.425
H 7.3379 -3.9107 -0.8454 0.365
H -1.7639 1.1113 4.2387 0.449
C -1.9206 1.2322 0.7202 -0.012
H 6.7556 -4.1021 0.8157 0.370
N -0.8399 0.5354 1.0683 0.202
H -7.0007 -2.8601 1.4723 0.296
C 0.6649 7.0239 1.0203 -0.796
H 0.1677 -0.1256 2.8717 0.406
C 0.2748 5.6595 0.6856 0.415
H -0.9131 2.0833 -1.8791 0.487
H 6.2945 -5.2991 -0.4079 0.354
H 2.6779 -0.2254 -2.6288 0.496
C 1.5779 -0.1715 -2.6103 -0.375
S -2.8214 1.8076 2.0408 0.082
H 1.3011 -2.3463 -2.6310 0.502
O 2.4908 1.6451 1.3948 -0.036
C -6.1537 -3.4143 1.0399 -0.805
N 4.3808 -2.8307 -0.8994 -0.069
C -0.2203 -2.5666 0.3338 0.167
```

(3)
Here is a molecular structure, C45H59Br2NO7 at a distorted geometry from the Open Molecules 2025 dataset. Energies are from ωB97M-V with the def2-TZVPD basis set.

Output
Gap between HOMO and LUMO: 6.55 eV
E_LUMO: -1.28 eV
Energy: -203525.0176 eV
Net charge: 0

```
114
Properties=species:S:1:pos:R:3:mulliken_charge:R:1
C 5.1998 3.4182 5.7163 -0.025
C 4.7173 3.3135 1.7706 0.470
C -4.3429 -2.3575 -4.5317 -0.420
H -7.4197 -2.0750 4.7795 0.303
O -5.6601 -4.9133 0.9277 -0.362
H 0.4123 -4.8702 0.3988 0.284
H -4.7455 -3.0277 -6.5319 0.279
C 7.2586 2.8410 -2.7175 -0.928
C 2.0895 4.0896 4.6790 -0.251
N -5.6975 -1.2914 3.5216 0.312
H 6.3155 3.4951 5.8588 0.424
H 4.6350 1.9730 -3.7226 0.376
H 3.1923 -2.7968 -2.5502 0.404
H -5.9489 -0.3437 -5.7585 0.251
H 2.3759 1.5352 -3.6986 0.392
C -6.3281 -4.7241 -1.3210 0.329
H 0.1146 -1.8916 -0.5938 0.100
C -6.6019 -2.0439 -4.6520 0.445
H 8.2682 4.4934 -3.8040 0.313
O 0.9663 2.0662 0.0957 -0.677
C 1.1109 -3.2951 -2.0455 -0.896
H 1.5440 -4.3161 -1.8048 0.361
H 2.7981 -0.7715 -3.7852 0.332
H -0.0989 2.7708 2.2467 0.388
H -3.6996 -3.2289 -4.4112 0.318
H 5.2590 6.6371 -2.8466 0.329
H 3.7205 1.7337 5.3410 0.326
H -6.4672 -5.7015 -1.7886 0.315
O 5.8471 3.4232 2.2152 -0.645
H 1.7434 -3.6026 0.5085 0.366
C -7.4940 -4.3554 -0.4217 -0.610
C -7.1412 -0.0034 2.0688 -0.571
C -4.4896 -1.9098 4.1168 -0.795
H -7.5030 -4.4328 1.7492 0.377
H 5.2369 1.6561 4.2815 0.192
C 7.3106 3.8999 -3.9042 -0.592
H 5.2992 1.2231 6.0232 0.413
C 0.8084 3.6557 4.0634 -1.099
C 0.0270 -3.1362 1.7983 -0.773
H 2.0148 4.4706 5.7287 0.282
H -2.1036 -3.6581 1.1943 0.019
H 7.3540 3.4347 -4.9314 0.294
C 3.3789 4.0142 3.9412 0.833
H 6.3081 5.5270 -1.7573 0.065
H -8.4597 -4.7043 -0.7880 0.361
C -1.4396 -3.6513 2.1059 -0.112
C 2.0946 1.6358 -2.6037 -1.489
C 5.8248 3.0365 -0.5679 -1.281
Br 4.3358 3.6818 7.5091 -0.153
H 5.4938 4.8403 4.0279 0.518
C -7.0942 -4.9789 0.8986 -0.418
O -4.0164 -4.8142 -0.6178 -0.625
H -1.8162 -1.7239 3.2448 0.358
C -5.7802 -0.4113 2.4381 -0.279
H -4.1301 -3.9192 3.2845 0.240
C -3.7353 -2.8734 3.1242 0.058
C 4.5934 2.9412 0.2445 -0.214
H -0.1704 3.7056 4.5974 0.365
C 2.1390 3.0271 1.9308 -0.021
H -3.8741 -1.5008 -4.0403 0.238
C 6.2105 6.0260 -2.7574 -0.220
C 2.2954 -2.2474 -2.1320 -0.743
H 0.5489 -3.4188 -3.0145 0.424
O -7.7539 -2.0262 -4.3225 -0.578
O 7.2885 6.9642 -3.0063 -0.537
H -7.5468 -3.2684 -0.3173 0.260
C 0.8729 3.1181 2.6922 -0.614
H 1.0429 -1.3215 -3.6621 0.252
H 5.1160 4.4833 -3.9941 0.279
H -4.8470 -2.4792 5.0273 0.261
C -6.0265 -1.4234 -5.9014 -0.402
C -7.9949 -0.7203 3.0929 -0.487
H 6.9580 7.8734 -2.9320 0.319
C 1.5720 0.2146 -2.1231 -0.410
C 2.0581 2.4670 0.4614 0.671
C 3.3323 2.5105 -0.4022 0.515
H 6.7480 3.3936 -0.0405 0.343
H -4.9167 -0.0226 1.8482 0.345
H 0.1047 -2.0163 1.8070 0.282
C -2.1499 -2.8072 3.2576 -0.826
H 0.6789 -3.5244 2.6329 0.345
C 4.6460 4.5392 4.6889 -0.700
C 4.6265 2.2368 -2.6337 -0.632
C -5.1856 -4.8059 -0.3408 0.470
H 7.5516 1.8339 -3.1400 0.353
C 6.1364 4.9555 -3.9201 -0.521
O -5.6116 -2.6051 -3.9066 -0.296
C -7.0393 -1.4585 3.9305 -0.402
H -9.1064 -0.6848 3.1778 0.351
H -7.3962 -6.0276 0.9727 0.235
C 5.8773 2.7030 -2.0106 0.411
C 1.9541 -0.9913 -3.0774 -0.416
C 0.1047 -2.9897 -0.8335 -0.182
H -3.9086 -1.4737 -6.4851 0.330
C 3.3659 2.1445 -1.8492 1.054
H -3.9799 -2.6092 2.0584 0.107
H -7.4408 0.6790 1.2459 0.369
H 1.8817 0.0861 -1.0551 0.283
Br 4.1832 6.2112 5.7011 -0.092
H -6.1445 -3.9598 -2.0743 -0.300
H 6.2570 5.5478 -4.8812 0.375
H -1.3469 -4.7026 2.5167 0.254
H -1.8940 -3.2273 4.2710 0.240
C 0.6248 -3.7687 0.4613 -0.647
H 0.4411 0.2828 -2.1100 0.210
C 3.4094 3.4621 2.5735 0.529
C -4.6623 -2.0837 -5.9867 -0.506
H 8.0794 3.1056 -1.9890 0.282
C 4.8272 1.9509 5.2948 -1.089
H -0.9563 -3.2726 -1.0952 0.233
H -3.8409 -1.0790 4.5212 0.348
H -6.6407 -1.6522 -6.7702 0.282
H 1.2794 2.4161 -2.5794 0.452
H 2.5475 -1.9432 -1.0819 0.337
```